1.
Computed, not measured: one molecule with the formula C3H6O2 at a distorted geometry, with ωB97M-V/def2-TZVPD.

Output
ΔE to the lowest compared entry with this formula, charge and spin ... 2.549 eV
LUMO level ... 1.04 eV
HOMO ... -10.013 eV
Structure (SMILES) ... OC[C@H]1CO1
Multiplicity ... 1
DFT total energy ... -268.31156 Ha

Bonds (Å) are listed after each position.
Geometry (Å):
1 O 0.25 -0.52 1.63  C2 1.396, H6 0.966
2 C 0.61 0.62 0.92  O1 1.396, C3 1.627, H7 1.162, H8 1.084
3 C 0.07 0.47 -0.60  C2 1.627, C4 1.481, O5 1.385, H9 1.063
4 C -0.40 -0.85 -1.08  C3 1.481, O5 1.448, H10 1.066, H11 1.101
5 O -1.28 0.19 -0.60  C3 1.385, C4 1.448
6 H -0.61 -0.72 1.26  O1 0.966
7 H 0.06 1.53 1.39  C2 1.162
8 H 1.67 0.84 0.83  C2 1.084
9 H 0.52 1.23 -1.20  C3 1.063
10 H -0.48 -1.07 -2.12  C4 1.066
11 H -0.41 -1.73 -0.42  C4 1.101

=====

2.
Computed, not measured: one molecule with the formula C3H6O2 at a distorted geometry, with ωB97M-V/def2-TZVPD.

Output
ΔE to the lowest compared entry with this formula, charge and spin ... 1.773 eV
LUMO level ... 0.97 eV
HOMO ... -9.678 eV
Structure (SMILES) ... COCC=O
Multiplicity ... 1
DFT total energy ... -268.34008 Ha

Bonds (Å) are listed after each position.
Geometry (Å):
1 C 1.31 0.10 -0.80  O2 1.424, H6 1.129, H7 1.108, H8 1.128
2 O 0.02 -0.42 -1.08  C1 1.424, C3 1.393
3 C -0.72 -0.64 0.09  O2 1.393, C4 1.543, H9 1.092, H10 1.125
4 C -1.12 0.61 0.89  C3 1.543, O5 1.208, H11 1.151
5 O -1.00 1.74 0.49  C4 1.208
6 H 1.78 0.38 -1.79  C1 1.129
7 H 1.89 -0.68 -0.26  C1 1.108
8 H 1.18 0.99 -0.12  C1 1.128
9 H -1.64 -1.18 -0.15  C3 1.092
10 H -0.15 -1.31 0.79  C3 1.125
11 H -1.57 0.40 1.93  C4 1.151

=====

3.
Computed, not measured: one molecule with the formula C3H6O2 at a distorted geometry, with ωB97M-V/def2-TZVPD.

Output
ΔE to the lowest compared entry with this formula, charge and spin ... 3.646 eV
LUMO level ... 0.75 eV
HOMO ... -10.382 eV
Structure (SMILES) ... OC[C@H]1CO1
Multiplicity ... 1
DFT total energy ... -268.27123 Ha

Bonds (Å) are listed after each position.
Geometry (Å):
1 O 2.26 -0.42 0.19  C2 1.522, H6 1.160
2 C 0.96 0.28 -0.19  O1 1.522, C3 1.508, H7 1.177, H8 1.132
3 C -0.31 -0.20 0.48  C2 1.508, C4 1.486, O5 1.481, H9 1.130
4 C -1.64 0.21 -0.03  C3 1.486, O5 1.407, H10 1.249, H11 1.083
5 O -1.24 -1.12 -0.20  C3 1.481, C4 1.407
6 H 2.50 -1.25 -0.58  O1 1.160
7 H 0.89 0.28 -1.36  C2 1.177
8 H 1.07 1.35 0.17  C2 1.132
9 H -0.34 -0.50 1.57  C3 1.130
10 H -2.46 0.55 0.86  C4 1.249
11 H -1.68 0.83 -0.92  C4 1.083

=====

4.
Computed, not measured: a 2-piece molecular cluster, C3H6O2 overall at a distorted geometry, with ωB97M-V/def2-TZVPD.

Output
ΔE to the lowest compared entry with this formula, charge and spin ... 2.131 eV
LUMO level ... 0.77 eV
HOMO ... -10.136 eV
Structure (SMILES) ... O=CO.C=C
Multiplicity ... 1
DFT total energy ... -268.32692 Ha

Bonds (Å) are listed after each position.
Geometry (Å):
1 O -2.40 -0.47 1.63  C2 1.177
2 C -1.41 -0.55 1.01  O1 1.177, O3 1.387, H4 1.092
3 O -1.35 -1.11 -0.27  C2 1.387, H5 0.950
4 H -0.40 -0.35 1.37  C2 1.092
5 H -1.66 -0.43 -0.86  O3 0.950
6 C 2.44 1.72 -1.03  C7 1.340, H8 1.084, H9 1.077
7 C 2.61 0.41 -1.24  C6 1.340, H10 1.079, H11 1.084
8 H 2.57 2.01 0.01  C6 1.084
9 H 2.29 2.46 -1.80  C6 1.077
10 H 3.19 -0.18 -0.55  C7 1.079
11 H 2.38 -0.01 -2.22  C7 1.084

=====

5.
Computed, not measured: one molecule with the formula C3H6O2, with ωB97M-V/def2-TZVPD.

Output
ΔE to the lowest compared entry with this formula, charge and spin ... 4.359 eV
LUMO level ... 1.14 eV
HOMO ... -8.958 eV
Structure (SMILES) ... C=COOC
Multiplicity ... 1
DFT total energy ... -268.24504 Ha

Bonds (Å) are listed after each position.
Geometry (Å):
1 C -1.85 0.84 -0.16  C2 1.328, H6 1.082, H7 1.083
2 C -0.85 0.77 -1.02  C1 1.328, O3 1.369, H8 1.089
3 O 0.31 0.05 -0.86  C2 1.369, O4 1.439
4 O 0.52 -0.10 0.55  O3 1.439, C5 1.410
5 C 1.59 -1.00 0.70  O4 1.410, H9 1.094, H10 1.098, H11 1.097
6 H -2.70 1.49 -0.33  C1 1.082
7 H -1.84 0.26 0.76  C1 1.083
8 H -0.80 1.31 -1.97  C2 1.089
9 H 1.91 -0.85 1.74  C5 1.094
10 H 1.28 -2.04 0.56  C5 1.098
11 H 2.42 -0.74 0.02  C5 1.097

=====

6.
Computed, not measured: a 2-piece molecular cluster, C3H6O2 overall at a distorted geometry, with ωB97M-V/def2-TZVPD.

Output
ΔE to the lowest compared entry with this formula, charge and spin ... 3.358 eV
LUMO level ... 0.05 eV
HOMO ... -8.339 eV
Structure (SMILES) ... C=CO.C=O
Multiplicity ... 1
DFT total energy ... -268.28184 Ha

Bonds (Å) are listed after each position.
Geometry (Å):
1 C -0.63 2.44 -0.12  C2 1.355, H4 1.103, H5 1.105
2 C -0.08 1.20 -0.15  C1 1.355, O3 1.386, H6 1.090
3 O 1.29 0.98 -0.09  C2 1.386, H7 0.968
4 H -1.43 2.77 0.56  C1 1.103
5 H -0.09 3.27 -0.62  C1 1.105
6 H -0.67 0.29 -0.01  C2 1.090
7 H 1.36 0.06 -0.38  O3 0.968
8 C -0.03 -2.71 0.13  O9 1.198, H10 1.070, H11 1.090
9 O 0.52 -1.76 0.59  C8 1.198
10 H -0.79 -3.24 0.67  C8 1.070
11 H 0.54 -3.31 -0.58  C8 1.090

=====

7.
Computed, not measured: an isolated ion of composition C3H6O2P and charge -1 at a distorted geometry, with ωB97M-V/def2-TZVPD.

Output
ΔE to the lowest compared entry with this formula, charge and spin ... 3.352 eV
LUMO level ... 4.05 eV
HOMO ... -2.949 eV
Structure (SMILES) ... C=C[P@@](=C)([O-])O
Net charge ... -1
Multiplicity ... 1
DFT total energy ... -609.70503 Ha

Bonds (Å) are listed after each position.
Geometry (Å):
1 C 0.30 -1.63 1.45  C2 1.315, H7 1.119, H8 1.107
2 C -0.17 -0.98 0.40  C1 1.315, P3 1.788, H9 1.128
3 P 0.55 0.34 -0.55  C2 1.788, C4 2.236, O5 1.505, O6 1.707
4 C -0.56 2.29 -0.59  P3 2.236, H10 1.073, H11 1.141
5 O 2.05 0.29 -0.41  P3 1.505
6 O 0.12 -0.26 -2.08  P3 1.707, H12 1.011
7 H -0.40 -2.16 2.13  C1 1.119
8 H 1.34 -1.77 1.81  C1 1.107
9 H -1.24 -1.33 0.29  C2 1.128
10 H 0.01 3.00 -0.03  C4 1.073
11 H -1.38 1.93 0.11  C4 1.141
12 H -0.62 0.27 -2.53  O6 1.011

=====

8.
Computed, not measured: an isolated ion of composition C3H6O2P and charge -1 at a distorted geometry, with ωB97M-V/def2-TZVPD.

Output
ΔE to the lowest compared entry with this formula, charge and spin ... 1.782 eV
LUMO level ... 4.29 eV
HOMO ... -2.797 eV
Structure (SMILES) ... C=CP([O-])OC
Net charge ... -1
Multiplicity ... 1
DFT total energy ... -609.76273 Ha

Bonds (Å) are listed after each position.
Geometry (Å):
1 C 1.05 1.28 1.62  C2 1.337, H7 1.103, H8 1.070
2 C 0.41 0.27 1.02  C1 1.337, P3 1.904, H9 1.180
3 P 1.10 -1.08 -0.14  C2 1.904, O4 1.550, O5 1.701
4 O 0.25 -2.33 0.20  P3 1.550
5 O 0.42 -0.41 -1.55  P3 1.701, C6 1.418
6 C -1.00 -0.34 -1.56  O5 1.418, H10 1.057, H11 1.125, H12 1.097
7 H 0.44 2.11 2.01  C1 1.103
8 H 2.10 1.51 1.60  C1 1.070
9 H -0.70 0.13 1.38  C2 1.180
10 H -1.30 0.56 -1.09  C6 1.057
11 H -1.44 -1.13 -0.90  C6 1.125
12 H -1.33 -0.58 -2.58  C6 1.097

=====

9.
Computed, not measured: one molecule with the formula C3H6O2S2 at a distorted geometry, with ωB97M-V/def2-TZVPD.

Output
ΔE to the lowest compared entry with this formula, charge and spin ... 2.052 eV
LUMO level ... 0.67 eV
HOMO ... -8.800 eV
Structure (SMILES) ... COC(=O)SSC
Multiplicity ... 1
DFT total energy ... -1064.71023 Ha

Bonds (Å) are listed after each position.
Geometry (Å):
1 C -0.82 0.71 2.20  O2 1.390, H8 1.074, H9 1.119, H10 1.154
2 O -0.90 1.07 0.86  C1 1.390, C3 1.412
3 C -0.66 0.11 -0.15  O2 1.412, O4 1.196, S5 1.877
4 O -0.37 -1.01 0.15  C3 1.196
5 S -0.92 0.83 -1.86  C3 1.877, S6 1.981
6 S -0.12 -0.86 -2.52  S5 1.981, C7 1.710
7 C 1.36 -0.70 -1.68  S6 1.710, H11 1.001, H12 1.136, H13 1.123
8 H -0.79 1.65 2.72  C1 1.074
9 H -0.01 -0.04 2.34  C1 1.119
10 H -1.80 0.24 2.58  C1 1.154
11 H 1.62 0.27 -1.71  C7 1.001
12 H 2.11 -1.27 -2.31  C7 1.136
13 H 1.29 -1.02 -0.61  C7 1.123

=====

10.
Computed, not measured: one molecule with the formula C3H6O2S2 at a distorted geometry, with ωB97M-V/def2-TZVPD.

Output
ΔE to the lowest compared entry with this formula, charge and spin ... 0.413 eV
LUMO level ... 0.48 eV
HOMO ... -9.483 eV
Structure (SMILES) ... O=C(O)[C@H](S)CS
Multiplicity ... 1
DFT total energy ... -1064.77046 Ha

Bonds (Å) are listed after each position.
Geometry (Å):
1 O 0.66 1.94 -0.61  C2 1.194
2 C 0.56 0.84 -1.06  O1 1.194, O3 1.310, C4 1.585
3 O 0.30 0.64 -2.33  C2 1.310, H8 0.965
4 C 0.78 -0.38 -0.07  C2 1.585, S5 1.847, C6 1.560, H9 1.106
5 S -0.10 -1.91 -0.60  C4 1.847, H10 1.315
6 C 0.56 0.01 1.42  C4 1.560, S7 1.859, H11 1.079, H12 1.082
7 S -1.18 0.50 1.84  C6 1.859, H13 1.322
8 H 0.14 -0.28 -2.57  O3 0.965
9 H 1.87 -0.57 -0.10  C4 1.106
10 H -1.31 -1.60 -0.22  S5 1.315
11 H 0.70 -0.88 2.02  C6 1.079
12 H 1.27 0.80 1.61  C6 1.082
13 H -1.19 1.61 1.13  S7 1.322

=====

11.
Computed, not measured: one molecule with the formula C3H6O2S2 at a distorted geometry, with ωB97M-V/def2-TZVPD.

Output
ΔE to the lowest compared entry with this formula, charge and spin ... 2.991 eV
LUMO level ... -0.45 eV
HOMO ... -10.154 eV
Structure (SMILES) ... CC[C@H]1SS1(=O)=O
Multiplicity ... 1
DFT total energy ... -1064.67574 Ha

Bonds (Å) are listed after each position.
Geometry (Å):
1 C -1.71 0.32 0.08  C2 1.496, H8 1.175, H9 1.042, H10 1.109
2 C -0.63 -0.55 -0.49  C1 1.496, C3 1.522, H11 1.132, H12 1.136
3 C 0.54 -0.42 0.47  C2 1.522, S4 1.873, S5 1.761, H13 1.082
4 S 1.94 -1.58 0.02  C3 1.873, S5 2.085
5 S 1.97 0.50 0.00  C3 1.761, S4 2.085, O6 1.418, O7 1.443
6 O 2.82 1.15 0.92  S5 1.418
7 O 1.70 1.33 -1.16  S5 1.443
8 H -2.13 -0.18 1.06  C1 1.175
9 H -2.53 0.47 -0.54  C1 1.042
10 H -1.17 1.24 0.39  C1 1.109
11 H -0.41 -0.03 -1.46  C2 1.132
12 H -0.70 -1.65 -0.79  C2 1.136
13 H 0.30 -0.60 1.51  C3 1.082

=====

12.
Computed, not measured: one molecule with the formula C3H6O3 at a distorted geometry, with ωB97M-V/def2-TZVPD.

Output
ΔE to the lowest compared entry with this formula, charge and spin ... 1.715 eV
LUMO level ... 0.48 eV
HOMO ... -10.426 eV
Structure (SMILES) ... O=C[C@H](O)CO
Multiplicity ... 1
DFT total energy ... -343.59153 Ha

Bonds (Å) are listed after each position.
Geometry (Å):
1 O 0.48 -1.81 0.56  C2 1.219
2 C 0.77 -0.65 0.84  O1 1.219, C3 1.504, H7 1.105
3 C -0.24 0.44 0.64  C2 1.504, O4 1.405, C5 1.543, H8 1.104
4 O -1.54 -0.06 0.80  C3 1.405, H9 0.969
5 C 0.10 0.81 -0.82  C3 1.543, O6 1.422, H10 1.087, H11 1.110
6 O -0.18 -0.28 -1.70  C5 1.422, H12 0.961
7 H 1.81 -0.32 1.00  C2 1.105
8 H -0.14 1.26 1.37  C3 1.104
9 H -1.50 -1.02 0.67  O4 0.969
10 H -0.56 1.62 -1.12  C5 1.087
11 H 1.14 1.12 -1.02  C5 1.110
12 H -0.14 -1.11 -1.22  O6 0.961